C12H12O | ωB97M-V with the def2-TZVPD basis set

Structure (ORCA input):
```
! wB97M-V def2-TZVPD RIJCOSX def2/J DEFGRID3
* xyz 0 1
C 0.221 1.296 2.679
C 1.344 0.883 1.560
C 0.982 -0.051 0.565
C 1.574 -1.324 0.397
C 1.101 -2.497 -0.319
C 0.171 -2.172 -1.278
C -0.474 -1.136 -1.206
C -1.464 -0.964 -2.301
C -2.104 0.154 -2.379
C -1.985 1.306 -1.460
C -1.080 1.060 -0.391
C -0.174 -0.124 -0.316
H -0.628 2.340 2.484
H -0.409 0.145 2.817
H 1.194 1.579 3.729
H 2.313 0.616 1.880
H 2.066 2.241 0.366
H 2.329 -1.142 1.153
H 1.575 -3.549 -0.108
H -0.348 -2.984 -1.572
H -1.486 -1.962 -2.887
H -2.828 0.107 -3.138
H -2.506 2.274 -1.761
H -0.854 1.697 0.441
O 1.469 2.209 1.045
*
```

Summary:
HOMO-LUMO gap = 8.538 eV
highest occupied orbital energy = -8.27 eV

---

C8H12I2O2 | ωB97M-V with the def2-TZVPD basis set

Structure (ORCA input):
```
! wB97M-V def2-TZVPD RIJCOSX def2/J DEFGRID3
* xyz 0 1
C -1.931 0.008 -1.355
C 1.036 2.482 0.610
C 0.746 1.309 0.038
C -1.105 -0.220 -0.392
C 1.840 3.563 -0.048
C 0.114 -3.200 -0.833
C -0.124 0.176 0.644
C -0.732 -2.520 0.154
O -0.763 0.456 1.905
O -0.189 -2.830 1.386
I 2.125 -2.093 -1.226
I -2.754 -3.346 -0.043
H -2.390 -0.813 -1.741
H -2.331 0.974 -1.771
H 0.619 2.801 1.591
H 1.017 1.039 -0.948
H 2.016 3.387 -1.126
H 1.435 4.574 0.219
H 2.879 3.562 0.507
H -0.287 -3.313 -1.880
H 0.460 -4.093 -0.451
H 0.319 -0.737 0.983
H -1.420 1.131 1.738
H -0.579 -2.300 2.039
*
```

Summary:
HOMO-LUMO gap (spin up / spin down) = 7.825 / 7.822 eV
highest occupied orbital energy (spin up / spin down) = -8.23 / -8.23 eV

---

ΔE to the lowest compared entry with this formula, charge and spin, respectively: 189.4, 53.3 kcal per mole.